91
Properties=species:S:1:pos:R:3 method="wB97M-V/def2-TZVPD" mol_weight_g_mol=928.84 largest_force_ha_per_bohr=0.0179 de_lowest_ev=0.538 s2=6.024 spin_multiplicity=5 homo_ev="-7.60 / -8.16"
Ir -0.414 0.237 0.459
N 2.002 0.130 1.245
N 2.656 1.324 0.961
C 2.131 2.192 0.061
N 2.723 3.377 -0.055
N 1.111 1.725 -0.647
N 0.566 2.478 -1.671
O 1.011 3.596 -1.958
O -0.391 1.989 -2.223
H 1.809 0.046 2.234
H 2.497 -0.670 0.872
H 3.355 1.656 1.600
H 3.407 3.692 0.608
H 2.334 4.004 -0.742
O -2.989 -2.223 5.810
C -2.385 -1.886 4.835
C -2.651 -2.338 3.391
O -3.320 -3.273 3.043
C -1.852 -1.423 2.524
C -1.005 -0.577 3.337
O -0.202 0.233 2.841
C -1.211 -0.895 4.783
O -0.562 -0.507 5.717
O -1.843 -1.379 1.285
C -3.585 2.020 -0.982
C -2.932 2.274 0.380
O -1.607 1.941 0.404
C -3.751 1.537 1.474
F -4.917 2.148 1.750
F -3.071 1.429 2.628
F -4.056 0.281 1.086
C -2.988 3.801 0.672
F -2.657 4.084 1.943
F -2.117 4.442 -0.126
F -4.196 4.347 0.440
H -3.595 0.948 -1.175
H -2.974 2.505 -1.743
H -4.604 2.405 -1.022
O 0.480 -1.657 -0.445
P 0.022 -2.749 -1.399
C -1.773 -3.006 -1.316
C -2.612 -1.785 -1.783
C -3.254 -2.045 -3.145
C -4.263 -3.197 -3.046
C -3.776 -4.296 -2.080
C -2.249 -4.311 -1.986
C 0.570 -2.366 -3.097
C 0.090 -0.949 -3.498
C 1.040 -0.310 -4.507
C 2.422 -0.053 -3.885
C 2.764 -1.115 -2.826
C 2.119 -2.455 -3.188
C 0.710 -4.341 -0.809
C 0.847 -5.477 -1.865
C 2.289 -5.964 -2.025
C 2.909 -6.418 -0.694
C 2.446 -5.552 0.495
C 1.985 -4.170 0.036
H -1.906 -3.104 -0.234
H -2.012 -0.873 -1.792
H -3.402 -1.608 -1.048
H -2.483 -2.301 -3.877
H -3.745 -1.142 -3.511
H -4.431 -3.619 -4.040
H -5.225 -2.813 -2.701
H -4.144 -5.271 -2.399
H -4.176 -4.120 -1.078
H -1.825 -4.425 -2.991
H -1.922 -5.174 -1.404
H 0.123 -3.114 -3.759
H 0.043 -0.306 -2.619
H -0.913 -0.987 -3.914
H 0.609 0.624 -4.870
H 1.137 -0.969 -5.375
H 2.448 0.942 -3.431
H 3.180 -0.055 -4.672
H 2.387 -0.803 -1.849
H 3.846 -1.230 -2.737
H 2.498 -3.245 -2.543
H 2.402 -2.727 -4.208
H -0.069 -4.629 -0.094
H 0.464 -5.165 -2.838
H 0.231 -6.324 -1.556
H 2.900 -5.172 -2.461
H 2.307 -6.786 -2.741
H 3.996 -6.373 -0.782
H 2.656 -7.463 -0.506
H 3.248 -5.463 1.230
H 1.607 -6.036 1.005
H 2.786 -3.676 -0.524
H 1.759 -3.534 0.891

96
Properties=species:S:1:pos:R:3 method="wB97M-V/def2-TZVPD" mol_weight_g_mol=946.87 largest_force_ha_per_bohr=0.1347 de_lowest_ev=27.129 charge=-1 homo_ev="-4.16 / -4.17"
In 1.159 0.170 1.263
O -1.957 -1.095 -0.129
S -1.521 -2.049 1.106
O -2.570 -2.990 1.348
O -1.142 -1.213 2.207
O -0.351 -2.570 0.302
Cl 0.430 -4.042 2.902
C 2.041 -3.576 2.525
C 2.453 -2.551 1.575
C 2.109 -2.156 0.295
Cl 2.543 -1.463 -1.058
C 3.958 -2.578 1.752
Cl 5.145 -1.605 0.986
C 4.302 -3.490 2.690
Cl 5.887 -3.855 3.240
C 3.107 -4.105 3.173
Cl 3.060 -5.314 4.386
C 0.280 1.374 4.612
C 0.471 2.598 3.710
C -0.194 3.827 4.340
C -0.082 2.370 2.319
C 0.601 2.822 1.200
C 0.139 2.568 -0.090
C 0.911 3.133 -1.270
C 0.879 4.664 -1.214
C 2.352 2.627 -1.325
C -1.041 1.832 -0.251
C -1.854 1.564 0.866
C -1.342 1.808 2.132
C -3.307 1.155 0.705
C -3.815 0.221 1.804
C -4.170 2.425 0.671
C -1.512 1.429 -1.621
C -2.125 2.465 -2.344
C -2.740 2.266 -3.562
C -2.738 0.982 -4.083
C -2.084 -0.029 -3.403
C -1.439 0.142 -2.172
P -0.695 -1.390 -1.235
C 1.075 -1.298 -1.710
C 0.971 -0.749 -3.142
C 3.099 -2.901 -1.801
C 3.378 -0.437 -1.909
C -1.418 -2.940 -2.178
C -2.964 -2.835 -2.215
C -1.111 -4.257 -1.433
C -0.804 -3.195 -3.569
H 0.935 1.443 5.482
H 0.514 0.449 4.084
H -0.751 1.308 4.968
H 1.543 2.792 3.619
H -1.275 3.677 4.401
H -0.007 4.724 3.748
H 0.186 3.992 5.351
H 1.526 3.372 1.340
H 0.412 2.820 -2.188
H 1.409 5.029 -0.332
H -0.149 5.032 -1.165
H 1.355 5.091 -2.100
H 2.910 2.906 -0.429
H 2.865 3.042 -2.196
H 2.386 1.539 -1.404
H -1.939 1.557 3.000
H -3.422 0.645 -0.252
H -3.929 0.751 2.753
H -3.143 -0.621 1.959
H -4.795 -0.173 1.525
H -4.031 3.001 1.589
H -5.227 2.161 0.584
H -3.906 3.061 -0.174
H -2.113 3.454 -1.901
H -3.218 3.085 -4.084
H -3.236 0.756 -5.018
H -2.102 -0.995 -3.867
H 0.072 -0.898 -3.706
H 1.801 -1.212 -3.693
H 1.197 0.326 -3.120
H 2.780 -3.391 -2.734
H 2.776 -3.799 -1.274
H 4.120 -3.314 -1.721
H 4.218 0.140 -2.240
H 3.709 -1.463 -0.384
H 2.202 -0.476 -0.325
H -3.379 -3.219 -1.284
H -3.351 -3.442 -3.039
H -3.341 -1.824 -2.334
H -1.629 -4.342 -0.485
H -0.041 -4.384 -1.264
H -1.451 -5.077 -2.073
H -0.967 -2.444 -4.334
H -1.229 -4.127 -3.949
H 0.273 -3.341 -3.469
O 3.496 2.009 3.703
N 3.034 1.172 2.957
O 3.251 1.225 1.702
O 2.289 0.228 3.374

55
Properties=species:S:1:pos:R:3 method="wB97M-V/def2-TZVPD" mol_weight_g_mol=483.48 largest_force_ha_per_bohr=0.0553 de_lowest_ev=0.000 homo_ev=-7.95
C 4.797 1.822 3.876
N 4.732 0.653 3.035
C 5.967 0.317 2.326
C 5.927 0.989 0.984
F 7.021 0.736 0.208
F 4.816 0.586 0.274
F 5.815 2.350 1.127
C 3.579 -0.058 2.883
C 3.590 -1.393 2.451
C 2.404 -2.096 2.324
C 1.145 -1.472 2.528
C -0.088 -2.224 2.530
C -1.280 -1.620 1.941
C -2.499 -2.132 2.414
C -3.732 -1.587 2.041
C -3.768 -0.569 1.080
N -4.955 0.014 0.744
C -5.179 0.614 -0.553
C -6.051 0.146 1.711
C -5.790 1.364 2.542
F -6.716 1.577 3.516
F -4.553 1.285 3.161
F -5.741 2.489 1.747
C -2.555 -0.091 0.489
C -1.345 -0.532 0.979
C 1.149 -0.081 2.914
C 2.329 0.589 3.175
H 4.180 1.692 4.772
H 5.834 1.975 4.180
H 4.443 2.724 3.357
H 6.786 0.739 2.907
H 6.067 -0.758 2.152
H 4.542 -1.884 2.254
H 2.439 -3.151 2.054
H 0.007 -3.305 2.344
H -2.449 -2.953 3.115
H -4.652 -1.986 2.425
H -4.739 0.002 -1.343
H -6.254 0.690 -0.709
H -4.738 1.615 -0.624
H -6.965 0.305 1.141
H -6.080 -0.715 2.377
H -2.640 0.663 -0.305
H -0.414 -0.101 0.608
H 0.195 0.416 3.050
H 2.347 1.611 3.530
C -1.114 -5.800 5.843
S -0.452 -4.986 4.367
N -0.423 -3.323 4.364
O 0.926 -5.497 4.274
O -1.378 -5.354 3.318
H -1.156 -6.885 5.613
H -0.457 -5.640 6.706
H -2.123 -5.432 6.057
H 0.224 -3.169 5.188

17
Properties=species:S:1:pos:R:3 method="wB97M-V/def2-TZVPD" mol_weight_g_mol=107.20 largest_force_ha_per_bohr=0.0480 de_lowest_ev=0.636 charge=+1 homo_ev=-12.87
C -2.381 0.614 0.785
S -0.682 0.165 1.251
C -0.740 -1.637 1.055
H -2.860 -0.152 0.186
H -2.960 0.801 1.682
H -2.364 1.477 0.124
H 0.133 -2.002 0.520
H -1.581 -1.890 0.416
H -0.803 -2.163 2.001
N 0.698 0.886 -1.359
C 2.012 0.889 -1.227
N 2.675 0.128 -0.393
H 0.060 0.830 -0.494
H 0.413 1.354 -2.209
H 2.559 1.274 -2.082
H 3.652 -0.097 -0.495
H 2.169 -0.479 0.237

31
Properties=species:S:1:pos:R:3 method="wB97M-V/def2-TZVPD" mol_weight_g_mol=193.30 largest_force_ha_per_bohr=0.0955 de_lowest_ev=2.260 homo_ev=-8.10
C -0.459 2.817 2.346
C -0.245 1.810 -2.906
C -0.138 -3.348 0.510
C 1.809 -1.894 -0.555
C 0.879 -1.330 1.787
C -1.116 1.641 1.452
C -0.924 1.854 -1.506
C 0.489 -1.815 0.386
N -0.575 -1.050 -0.148
P 0.011 1.256 -0.081
S 1.814 1.879 -0.016
H -0.296 3.594 1.636
H -1.104 3.167 3.154
H 0.532 2.415 2.647
H 0.247 0.909 -3.075
H -0.901 2.063 -3.636
H 0.414 2.625 -2.998
H 0.383 -3.866 1.309
H -1.189 -3.283 0.605
H -0.017 -3.714 -0.428
H 1.724 -1.086 -1.273
H 1.627 -2.764 -1.147
H 2.663 -1.862 0.150
H 0.029 -1.445 2.447
H 1.677 -2.138 2.073
H 1.099 -0.293 1.711
H -2.093 1.960 1.184
H -1.212 0.771 1.975
H -1.840 1.259 -1.633
H -1.055 2.975 -1.352
H -0.777 -1.145 -1.102

91
Properties=species:S:1:pos:R:3 method="wB97M-V/def2-TZVPD" mol_weight_g_mol=806.83 largest_force_ha_per_bohr=0.0756 de_lowest_ev=0.000 s2=2.031 spin_multiplicity=3 homo_ev="-7.35 / -7.17"
Pt -0.614 1.823 -2.737
C -1.841 1.580 -4.297
C -1.526 0.068 -4.443
C -0.556 -0.197 -5.590
C 0.675 0.728 -5.510
C 0.861 1.531 -4.223
C 0.466 2.929 -4.088
C -0.457 3.519 -5.140
C -1.584 2.519 -5.489
C 0.999 2.070 -1.446
H -2.905 1.668 -4.071
H -2.515 -0.396 -4.601
H -1.090 -0.030 -6.531
H -0.245 -1.246 -5.622
H 1.610 0.165 -5.658
H 0.628 1.413 -6.361
H 1.782 1.229 -3.710
H 1.170 3.580 -3.561
H 0.129 3.861 -6.004
H -0.943 4.399 -4.685
H -2.493 3.131 -5.591
H -1.420 1.993 -6.440
H 0.787 3.105 -1.136
H 1.969 2.008 -1.936
H 0.933 1.392 -0.597
P 2.341 -1.335 -2.373
P -1.004 -0.909 -2.963
N 3.798 -0.814 -3.157
N 3.106 -2.370 -1.258
N -5.045 0.560 -3.706
N -2.847 -1.654 -2.628
C 1.510 -2.261 -3.735
C -0.029 -2.385 -3.537
C 4.211 0.522 -2.971
C 5.582 0.598 -3.097
C 6.066 -0.741 -3.344
C 4.963 -1.579 -3.362
C 3.560 -1.926 -0.002
C 4.099 -3.008 0.669
C 3.982 -4.154 -0.190
C 3.396 -3.724 -1.376
C -4.936 1.786 -3.115
C -6.171 2.484 -3.177
C -7.106 1.567 -3.716
C -6.360 0.374 -3.997
C -4.064 -2.032 -3.146
C -4.916 -2.472 -2.114
C -4.206 -2.301 -0.901
C -2.960 -1.792 -1.261
H 1.955 -3.268 -3.731
H 1.742 -1.782 -4.706
H -0.497 -2.761 -4.465
H -0.218 -3.147 -2.755
H 3.481 1.265 -2.706
H 6.168 1.505 -3.016
H 7.100 -1.031 -3.481
H 4.893 -2.647 -3.460
H 3.493 -0.883 0.254
H 4.561 -2.986 1.646
H 4.315 -5.156 0.022
H 3.208 -4.226 -2.306
H -4.020 2.154 -2.663
H -6.294 3.514 -2.874
H -8.157 1.728 -3.930
H -6.770 -0.557 -4.385
H -4.255 -1.974 -4.206
H -5.918 -2.862 -2.234
H -4.498 -2.505 0.125
H -2.128 -1.545 -0.638
C -1.981 -1.605 1.973
N -0.960 -1.615 0.941
C -0.049 -2.735 1.084
C -0.401 -0.386 0.388
C -1.349 0.798 0.302
C -1.802 1.239 1.552
C -2.788 2.211 1.681
C -3.156 2.947 0.561
C -2.571 2.633 -0.681
C -1.649 1.604 -0.825
H -2.242 -2.656 2.181
H -2.898 -1.090 1.660
H -1.612 -1.164 2.916
H 0.461 -2.961 0.133
H 0.713 -2.541 1.867
H -0.650 -3.613 1.386
H 0.485 -0.119 0.998
H -0.016 -0.637 -0.611
H -1.376 0.796 2.456
H -3.237 2.395 2.655
H -3.847 3.784 0.659
H -2.746 3.261 -1.555

14
Properties=species:S:1:pos:R:3 method="wB97M-V/def2-TZVPD" mol_weight_g_mol=84.12 largest_force_ha_per_bohr=0.0290 de_lowest_ev=2.370 homo_ev=-8.80 smiles=C1C[C@@H]2C[C@@H]2O1
C 1.697 0.146 -0.260
C 0.542 0.166 0.662
C -0.745 0.894 0.246
C -1.541 -0.219 -0.432
O -0.495 -1.207 -0.895
C 0.611 -1.124 -0.034
H 1.634 0.481 -1.286
H 2.653 0.469 0.204
H 0.825 0.119 1.706
H -0.519 1.701 -0.462
H -1.184 1.323 1.149
H -2.096 0.074 -1.332
H -2.247 -0.694 0.271
H 0.911 -2.083 0.408

13
Properties=species:S:1:pos:R:3 method="wB97M-V/def2-TZVPD" mol_weight_g_mol=223.45 largest_force_ha_per_bohr=0.1039 de_lowest_ev=0.000 charge=+1 homo_ev=-13.58
C -0.218 -1.144 0.120
C 0.188 1.170 -0.138
C 0.685 -0.138 0.111
C -1.162 1.300 0.026
C -2.104 -0.043 0.070
C 2.016 -0.794 0.003
N -1.475 -1.180 0.056
F -1.654 2.514 -0.006
Cl -3.742 0.189 0.003
Br 1.186 -2.621 0.061
H 0.836 2.097 -0.316
H 2.818 -0.576 0.866
H 2.627 -0.775 -0.857